<P>
Density functional theory data (the ωB97M-V functional and the def2-TZVPD basis) for a molecular structure, C2H13NO3.

```
! wB97M-V def2-TZVPD RIJCOSX def2/J DEFGRID3
* xyz 1 2
H 0.37593 -0.23379 0.40884
O 1.58287 -0.09762 0.32614
N -0.67675 -0.29018 -0.27425
H 1.99883 0.10836 1.14324
H -0.88190 0.63865 -0.75799
C -1.96381 -0.58515 0.40930
H -2.21095 -1.62014 0.11382
H -2.80997 -0.13883 -0.17285
H -0.55214 -1.01756 -0.96877
C -1.88596 -0.69888 1.93215
H -2.79894 -1.33093 2.21270
H -0.96058 -1.19349 2.38573
H -2.03145 0.17268 2.45533
O 0.68095 3.51373 -0.65366
H 1.43590 2.93795 -0.81411
H 0.07148 2.69317 -0.68059
O 1.73356 -1.93672 -1.49152
H 2.53034 -2.07838 -1.93194
H 1.69030 -1.03738 -0.97003
*
```

Molecular weight, g/mol: 99.13
Expectation value of S²: 0.758
HOMO energy (spin up / spin down), eV: -15.0320 / -15.0214
LUMO (spin up / spin down), Ha: -0.13436 / -0.36147

=====

<Q>
Density functional theory data (the ωB97M-V functional and the def2-TZVPD basis) for 4 unconnected molecules or ions with the total composition C2H13NO3.

```
! wB97M-V def2-TZVPD RIJCOSX def2/J DEFGRID3
* xyz 1 2
C -0.92263 -2.78802 0.07187
C -1.11885 -1.27628 0.12683
N -0.01621 -0.46528 0.70322
H -0.87437 -3.28055 1.05301
H -1.53596 -3.39270 -0.61442
H 0.09164 -2.76164 -0.32652
H -1.34792 -0.78680 -0.81402
H -1.99875 -1.09566 0.77266
H -0.34528 0.36945 1.13201
H 0.67699 -0.93074 1.30063
H -1.35928 2.70939 1.32475
H -0.13137 2.76912 0.37244
O -0.60175 2.18861 1.03424
H 1.08972 -0.05432 -0.64232
H 1.59979 0.17632 -2.15806
O 1.81212 0.30970 -1.21605
H 2.22765 3.28156 -0.55780
H 1.41416 2.03022 -0.79543
O 1.34030 2.99763 -0.76702
*
```

Molecular weight, g/mol: 99.13
Expectation value of S²: 0.755
HOMO energy (spin up / spin down), eV: -14.8415 / -14.8402
LUMO (spin up / spin down), Ha: -0.11842 / -0.33327

=====

List of relative energies, unit eV: <P> 2.542; <Q> 0.000

=====

<P>
Density functional theory data (the ωB97M-V functional and the def2-TZVPD basis) for 4 unconnected molecules or ions with the total composition C3H12O4.

```
! wB97M-V def2-TZVPD RIJCOSX def2/J DEFGRID3
* xyz 0 1
C 2.79451 -1.44428 -1.49882
C 1.52184 -2.03083 -0.97280
C 0.87478 -1.58377 0.12381
O -0.46799 -1.82747 0.27635
H 2.92291 -1.36442 -2.57786
H 3.01072 -0.45990 -1.08196
H 3.49845 -2.25016 -1.19194
H 1.10406 -2.90160 -1.47343
H 1.30746 -0.85950 0.79550
H -0.99303 -1.40393 -0.41529
O -1.42214 0.49287 -0.91796
H -1.89289 1.32246 -0.84059
H -0.88403 0.39288 -1.69479
O -1.98991 1.19501 2.24149
H -2.12449 1.33800 3.17905
H -1.26636 0.56951 2.11011
O -1.92038 3.69185 0.93755
H -2.44536 4.19338 1.56678
H -1.62816 2.92991 1.43482
*
```

Molecular weight, g/mol: 112.12
HOMO energy, eV: -8.6631
LUMO, Ha: 0.02126

=====

<Q>
Density functional theory data (the ωB97M-V functional and the def2-TZVPD basis) for 4 unconnected molecules or ions with the total composition C3H12O4.

```
! wB97M-V def2-TZVPD RIJCOSX def2/J DEFGRID3
* xyz 0 1
C 2.91084 1.56943 0.30359
C 1.60143 1.53739 0.05840
C 0.99113 0.51299 -0.79081
O 0.66082 -0.68572 -0.03190
H 3.28400 2.26987 1.03228
H 3.60631 0.98974 -0.27480
H 0.88218 2.13420 0.61770
H 0.01686 0.88019 -1.16485
H 1.54914 0.26858 -1.68523
H 0.50837 -1.44921 -0.62197
O -1.33377 0.20334 1.62077
H -0.78031 0.60540 2.29807
H -0.67689 -0.09407 0.95458
O -2.85074 0.57124 -1.23581
H -2.68398 -0.19220 -0.66729
H -3.10918 1.42654 -0.88425
O -0.70928 -2.89587 -0.11665
H -1.52402 -2.48098 0.17646
H -0.44056 -3.52749 0.55772
*
```

Molecular weight, g/mol: 112.12
HOMO energy, eV: -10.1586
LUMO, Ha: 0.02100

=====

<R>
Density functional theory data (the ωB97M-V functional and the def2-TZVPD basis) for 4 unconnected molecules or ions with the total composition C3H12O4.

```
! wB97M-V def2-TZVPD RIJCOSX def2/J DEFGRID3
* xyz 0 1
C -1.93871 0.59411 1.05021
C -1.55714 -0.31925 0.16642
C -0.62323 -1.40460 0.65423
O 0.25294 -1.59721 -0.45860
H -2.62506 1.37384 0.72180
H -1.41826 0.76133 2.01749
H -1.91378 -0.48304 -0.82058
H -0.00022 -1.01273 1.46125
H -1.24949 -2.20170 1.03472
H 1.12154 -1.91612 -0.19293
O 1.08929 -1.01119 -2.72933
H 0.94068 -0.10172 -2.99348
H 0.50752 -1.33796 -1.99125
O 1.04192 1.28015 -0.74261
H 1.48471 0.51943 -1.23057
H 1.76531 1.91601 -0.69316
O 1.29544 1.32448 1.74813
H 1.23472 2.26496 1.96891
H 0.59182 1.35121 1.02936
*
```

Molecular weight, g/mol: 112.12
HOMO energy, eV: -10.0308
LUMO, Ha: 0.02300

=====

<S>
Density functional theory data (the ωB97M-V functional and the def2-TZVPD basis) for 4 unconnected molecules or ions with the total composition C3H12O4.

```
! wB97M-V def2-TZVPD RIJCOSX def2/J DEFGRID3
* xyz 0 1
C 1.68558 -3.26406 -0.49822
C 0.37871 -2.42734 -0.94903
C 0.08672 -1.31562 0.01514
O -0.97760 -0.72714 -0.27951
H 2.32908 -2.60910 -0.15711
H 2.13598 -3.56665 -1.48429
H 1.56939 -4.15751 0.14610
H 0.40983 -2.10948 -2.08224
H -0.45219 -3.28038 -1.11729
H 0.74871 -1.29683 0.92754
O -0.84572 3.25816 2.52692
H -1.33212 2.60931 1.91424
H -1.06811 2.80972 3.32902
O 0.30997 3.02885 -1.14189
H 0.62513 2.95520 -0.17275
H 0.57781 3.90782 -1.38277
O -2.18698 2.28282 0.44481
H -1.95568 1.39672 0.47068
H -2.03851 2.50553 -0.50935
*
```

Molecular weight, g/mol: 112.12
HOMO energy, eV: -10.2812
LUMO, Ha: 0.00869

=====

List of relative energies, unit eV: <P> 0.051; <Q> 0.000; <R> 0.425; <S> 0.744

=====

<P>
Density functional theory data (the ωB97M-V functional and the def2-TZVPD basis) for 4 unconnected molecules or ions with the total composition C3H12O4.

```
! wB97M-V def2-TZVPD RIJCOSX def2/J DEFGRID3
* xyz 0 1
C 2.66947 -1.19429 0.54253
C 2.72339 -0.10645 -0.21468
C 1.75776 1.03460 -0.08747
O 0.38288 0.53839 0.04477
H 3.50469 -1.87852 0.48463
H 1.72716 -1.51353 0.95492
H 3.51385 -0.01803 -0.95015
H 1.77906 1.60010 -1.01800
H 1.83506 1.60658 0.83275
H 0.30101 -0.20898 -0.55860
O -1.43906 0.70734 1.83793
H -0.82544 0.12775 2.31206
H -0.87369 0.64164 1.03844
O -3.72454 -0.15733 0.18068
H -3.10118 0.24768 0.80607
H -4.22460 0.58337 -0.18517
O -1.85037 -0.47332 -2.31227
H -1.68317 -1.38137 -2.06447
H -2.47227 -0.15562 -1.64394
*
```

Molecular weight, g/mol: 112.12
HOMO energy, eV: -10.2758
LUMO, Ha: 0.01925

=====

<Q>
Density functional theory data (the ωB97M-V functional and the def2-TZVPD basis) for 5 unconnected molecules or ions with the total composition C3H12O4.

```
! wB97M-V def2-TZVPD RIJCOSX def2/J DEFGRID3
* xyz 0 1
C 0.55892 -1.62866 -0.28816
O 0.24599 -0.44206 -0.92904
C 0.73036 -1.18080 1.07038
C 0.16764 -1.71600 2.16455
H 1.42685 -2.17108 -0.69041
H -0.27598 -2.34719 -0.31612
H -0.26341 -0.04918 0.54364
H 1.61083 -0.54443 1.17770
H 0.38555 -1.27388 3.13269
H -0.43995 -2.61070 2.14639
H -1.60673 -0.23893 -1.52093
H -2.46401 0.99746 -1.71459
O -2.50975 0.03232 -1.74099
H -0.32667 2.46816 -0.62550
H -1.22846 3.67715 -0.81427
O -1.25371 2.70723 -0.74585
H 1.26819 0.77145 -0.43483
H 2.45671 1.82971 -0.13077
O 1.51763 1.71943 -0.28387
*
```

Molecular weight, g/mol: 112.12
HOMO energy, eV: -10.1067
LUMO, Ha: -0.04943

=====

<R>
Density functional theory data (the ωB97M-V functional and the def2-TZVPD basis) for 4 unconnected molecules or ions with the total composition C3H12O4.

```
! wB97M-V def2-TZVPD RIJCOSX def2/J DEFGRID3
* xyz 0 1
C 1.65154 0.14354 -0.01965
C 0.57922 -0.44335 0.57148
C 0.20312 -0.40418 2.05015
O -0.41889 -1.02710 -0.18161
H 2.61525 0.06301 0.47392
H 1.53361 0.81030 -0.86324
H -0.83290 -0.05686 2.05321
H 0.31544 -1.40500 2.44966
H 0.76641 0.36351 2.57588
H 0.07548 -1.79769 -0.52229
O -1.60657 1.60260 -2.15512
H -2.43394 1.20752 -1.90774
H -0.94590 1.09540 -1.65447
O 1.68014 -2.96792 -0.51992
H 2.11341 -3.64911 -1.02829
H 2.19338 -2.19157 -0.75947
O -1.68678 2.89188 0.78093
H -1.93232 3.62397 0.18894
H -1.73959 2.13649 0.20162
*
```

Molecular weight, g/mol: 112.12
HOMO energy, eV: -8.7719
LUMO, Ha: 0.01679

=====

List of relative energies, unit eV: <P> 0.000; <Q> 3.037; <R> 0.429

=====

<P>
Density functional theory data (the ωB97M-V functional and the def2-TZVPD basis) for 2 unconnected molecules or ions with the total composition C4H14NOS2.

```
! wB97M-V def2-TZVPD RIJCOSX def2/J DEFGRID3
* xyz 1 1
N -0.59321 -0.90852 -0.11080
C -1.38266 0.18067 -0.98844
C -2.75501 0.27986 -0.41254
C -0.48991 1.41142 -0.74083
S 1.12436 1.60976 -1.40505
S 2.17830 0.06595 -1.28568
C 3.51981 0.33117 -0.08806
H -1.28171 -1.68618 -0.19068
H 0.34191 -1.23633 -0.49331
H -0.44669 -0.64275 0.95925
H -1.41919 -0.08901 -2.06412
H -3.42739 -0.35580 -0.90988
H -3.09697 1.25016 -0.53846
H -2.75124 0.16213 0.72164
H -0.90143 2.12892 -1.38979
H -0.61077 1.93207 0.25502
H 3.90257 -0.53166 0.36857
H 2.88499 0.69664 0.82725
H 4.09954 1.09134 -0.46977
H 0.53450 -1.53895 3.35305
H 0.22851 -2.55735 2.25938
O 0.34169 -1.59353 2.34322
*
```

Molecular weight, g/mol: 156.30
HOMO energy, eV: -12.0641
LUMO, Ha: -0.11509

=====

<Q>
Density functional theory data (the ωB97M-V functional and the def2-TZVPD basis) for 2 unconnected molecules or ions with the total composition C4H14NOS2.

```
! wB97M-V def2-TZVPD RIJCOSX def2/J DEFGRID3
* xyz 1 1
N -0.61722 -2.40755 -0.48427
C -1.75896 -1.48711 -0.81715
C -1.63156 -0.11769 -0.24823
S -0.05253 0.73662 -0.61599
S 1.00371 1.08131 1.00042
C 1.21155 2.86392 0.62827
C -0.13068 3.61549 0.52874
H -0.93062 -3.43015 -0.40115
H 0.15833 -2.21095 -1.14821
H -0.21080 -2.33465 0.43400
H -2.73264 -2.02946 -0.48957
H -2.01377 -1.72018 -1.91183
H -1.87768 -0.08389 0.90452
H -2.47305 0.60409 -0.64989
H 1.75916 3.44691 1.61570
H 1.99519 2.86462 -0.19687
H -0.22749 4.35106 -0.33301
H -0.37037 4.49942 1.28753
H -1.00194 2.97991 0.52833
H 3.34832 -2.93554 0.23029
H 3.59590 -4.50188 0.01014
O 2.95715 -3.78431 0.12824
*
```

Molecular weight, g/mol: 156.30
HOMO energy, eV: -11.8220
LUMO, Ha: -0.12797

=====

List of relative energies, unit eV: <P> 0.000; <Q> 0.757